The following is a DFT calculation (ωB97M-V/def2-TZVPD) of C14H9AsEuN2O10S as an isolated structure at a distorted geometry.

Computed properties:
- charge = -2
- 2S+1 = 8

Last column: Löwdin charge in e.
Positions of all 38 atoms, in Å:
Eu: -0.671 0.840 0.036  1.49
O: -5.083 0.496 -1.007  -0.01
C: -3.689 0.403 -0.780  -0.71
O: -3.244 1.028 0.268  -0.18
C: -3.195 -1.077 -0.942  -0.19
C: -3.721 -2.130 -1.676  -0.02
C: -2.859 -3.188 -1.966  -0.07
C: -1.518 -3.153 -1.594  0.00
C: -1.096 -2.077 -0.821  -0.13
N: -1.965 -1.141 -0.476  0.05
C: 0.358 -1.563 -0.469  -0.77
O: 1.179 -2.692 -0.758  -0.10
O: 0.425 -1.014 0.716  -0.21
H: -5.313 1.263 -0.466  0.09
H: -4.735 -2.101 -2.043  0.10
H: -3.228 -4.024 -2.548  0.09
H: -0.815 -3.909 -1.908  0.10
O: 2.568 -2.427 -0.570  -0.07
As: 1.925 0.873 -1.346  1.15
O: 3.221 -0.097 -1.773  -0.67
O: 0.523 -0.547 -1.507  -0.45
C: 2.363 1.121 0.673  -0.31
C: 3.438 0.371 1.154  -0.11
C: 4.011 0.625 2.387  -0.10
C: 3.548 1.670 3.178  -0.11
C: 2.486 2.436 2.735  -0.10
C: 1.904 2.158 1.504  -0.30
S: 0.343 3.007 1.246  0.42
O: 0.419 4.340 1.793  -0.33
O: 0.062 2.958 -0.202  -0.50
O: -0.576 2.089 1.960  -0.43
H: 2.779 -1.688 -1.212  0.02
H: 3.826 -0.417 0.520  0.08
H: 4.829 0.006 2.733  0.09
H: 4.008 1.880 4.135  0.08
H: 2.091 3.248 3.329  0.10
N: -1.781 1.392 -2.345  0.10
C: -2.818 1.038 -1.958  -0.11


The following is a DFT calculation (ωB97M-V/def2-TZVPD) of C14H9BiN3O4 as an isolated structure at a distorted geometry.

Computed properties:
- charge = +3
- 2S+1 = 1

Last column: Löwdin charge in e.
Positions of all 31 atoms, in Å:
Bi: -0.018 0.084 0.115  1.51
C: 0.012 2.194 -0.539  -0.07
O: 0.016 3.226 -1.064  0.29
C: 0.001 -0.738 -2.157  -0.05
O: -0.006 -0.936 -3.278  0.26
C: -2.262 -0.027 0.124  -0.07
O: -3.402 0.057 -0.029  0.28
C: 2.259 -0.051 0.053  -0.06
O: 3.403 0.025 -0.021  0.28
H: -0.061 -1.897 0.860  0.07
H: -0.036 -1.993 0.083  0.09
N: -0.167 1.248 11.146  0.22
C: -0.164 1.024 10.010  -0.14
C: -0.138 0.743 8.596  -0.18
C: -1.182 1.167 7.756  0.02
C: -1.111 0.963 6.379  0.02
C: 0.054 0.341 5.914  -0.24
C: 1.046 -0.205 6.724  0.01
C: 0.977 0.048 8.093  0.03
N: 0.100 -0.089 4.599  0.01
C: 0.547 -1.389 4.270  0.04
C: 0.710 -1.447 2.915  -0.09
N: 0.331 -0.157 2.405  -0.20
C: -0.066 0.634 3.454  -0.04
H: -2.063 1.680 8.174  0.15
H: -1.906 1.231 5.669  0.13
H: 1.890 -0.767 6.284  0.14
H: 1.783 -0.297 8.726  0.14
H: 0.677 -2.155 4.967  0.14
H: 0.952 -2.323 2.271  0.12
H: -0.385 1.705 3.340  0.18


Energy relative to the best compared isomer or geometry (same formula, charge and spin) across the listed records, respectively: 4.076 0.000 eV.